18
Properties=species:S:1:pos:R:3:forces:R:3 method="wB97M-V/def2-TZVPD" gap_ev=7.3 largest_force_ev_per_a=5.75 e_above_lowest_ev=4.635
C -1.8500 0.4486 0.3305 2.041 -2.999 -1.805
C 1.1749 0.7974 0.8818 -0.302 0.422 -0.938
C 2.2428 -0.7259 -0.8444 2.036 0.707 -0.319
C -2.7724 -0.5269 -0.6231 5.550 1.162 0.978
C 2.2094 -0.1862 0.5962 1.024 -0.466 -1.395
S 0.1417 1.4054 -0.2484 -1.733 0.428 1.838
H -2.4038 1.1251 0.8609 -1.358 2.056 1.277
H -1.2126 -0.1823 1.0416 -1.074 0.807 -0.919
H 0.9596 0.9504 1.8882 -0.497 0.636 1.550
H 3.2234 -1.2415 -0.7388 -0.413 0.138 -1.230
H 1.5404 -1.4837 -1.1882 -0.458 0.248 0.476
H 2.2996 0.1092 -1.6072 0.100 -1.029 0.738
H -3.7580 -0.5033 -0.4026 -3.060 -0.002 0.936
H -2.6165 -0.3496 -1.6708 0.043 0.315 -0.508
H -2.2589 -1.4534 -0.3842 -0.770 -0.597 -0.323
H 3.2412 0.2153 0.8100 -0.825 -0.081 -0.236
H 2.1945 -1.0976 1.1683 -0.512 -0.276 0.913
H -0.2424 2.6015 0.4384 0.208 -1.468 -1.033